No. 1
16
Properties=species:S:1:pos:R:3:forces:R:3 method="wB97M-V/def2-TZVPD" lumo_ev=0.358
C -1.5805 0.8126 -2.0201 -1.468 -1.051 0.329
C 1.6982 -1.7819 0.1799 1.141 -1.976 -1.806
C -1.1863 0.6273 1.2470 -0.075 0.843 -3.710
C 1.8728 -0.2729 0.1276 -2.305 -0.546 -0.711
O -1.9552 1.9278 -1.9296 0.037 0.714 -0.278
O 0.6574 2.0741 0.0170 -0.525 -0.659 -0.342
O -0.6540 0.2084 -1.2605 1.998 -1.228 0.714
S 0.3009 0.6751 0.0893 -0.580 1.644 -0.849
Br 2.0123 0.3188 1.9644 1.173 0.046 1.837
H -2.1011 -0.0261 -2.5877 0.750 1.013 0.040
H 1.6245 -2.2931 -0.8601 -0.257 1.385 1.252
H 2.7738 -2.1324 0.4089 -1.822 0.243 0.501
H 0.8643 -2.2594 0.7796 1.277 0.642 -0.105
H -0.8732 0.8557 2.2316 -0.062 -0.278 0.912
H -1.6794 1.4972 0.7121 0.399 -0.634 1.092
H -1.7747 -0.2312 0.9006 0.317 -0.157 1.125

***

No. 2
89
Properties=species:S:1:pos:R:3:forces:R:3 method="wB97M-V/def2-TZVPD" lumo_ev="0.115 / -0.167" spin_multiplicity=2
C -4.6342 -2.5654 -2.3932 0.489 0.665 0.088
C -3.6174 -1.3819 -2.2501 -2.260 0.788 -0.075
C -4.4646 -0.1176 -2.6367 0.392 -0.272 0.373
C -3.2117 -1.1813 -0.7540 0.841 0.291 -0.755
C -1.8258 -1.7819 -0.2997 -0.203 -0.601 0.609
C -2.1413 -2.8551 0.8069 -0.718 0.736 -0.348
C -2.8193 -4.1345 0.2408 0.624 -1.143 1.186
C -2.1314 -5.3676 0.8150 0.333 0.761 -0.486
F -2.8663 -6.3802 1.3177 -0.384 -0.004 -0.169
C -0.7114 -5.5371 0.8060 -1.552 0.487 0.411
F -0.0110 -5.9636 -0.2193 0.713 -0.349 -0.225
F -0.0305 -5.2899 1.9088 0.941 -0.140 0.071
C -1.0992 -0.6446 0.4717 -0.029 -1.172 -3.086
O -1.1964 -0.5383 1.6276 -0.090 0.652 3.051
C -0.2262 0.4382 -0.2449 -0.306 0.287 0.629
F -0.3562 0.4461 -1.5787 0.066 -0.342 -0.289
F -0.7053 1.6290 0.1779 -0.148 0.143 0.069
C 1.2854 0.3906 0.1863 0.155 0.065 -0.661
F 1.5747 1.5012 0.8730 0.203 0.368 -0.027
F 1.5527 -0.6358 0.9997 -0.343 -0.657 0.028
C 2.3102 0.3216 -0.9863 0.257 0.352 0.078
F 2.0958 -0.7310 -1.8017 -0.609 -0.083 -0.350
F 3.4946 0.0792 -0.4176 0.351 0.038 0.378
C 2.4958 1.6552 -1.7852 -2.104 -1.190 -1.342
O 3.4554 2.2718 -1.6165 2.999 1.880 1.220
O 1.5817 2.0864 -2.6876 -0.270 -0.842 -0.137
C -0.9176 -2.4075 -1.4079 -0.238 0.533 0.376
C -1.4245 -2.3949 -2.8826 1.916 -1.082 -1.421
C -1.7665 -3.8526 -3.3860 -0.175 0.515 -0.353
C -0.1849 -1.9790 -3.7498 0.063 -0.552 0.585
N -2.4971 -1.4362 -3.2074 0.490 0.242 1.561
O -2.0897 -0.2884 -3.6096 -0.171 -0.174 -0.258
H -5.1346 -2.4792 -3.3694 0.345 -0.366 0.187
H -5.4106 -2.3708 -1.6377 0.257 -0.330 -0.174
H -4.1848 -3.5494 -2.2283 -0.304 0.179 -0.153
H -3.9537 0.7971 -2.3074 -0.153 -0.246 -0.321
H -5.4247 -0.1734 -2.1019 0.210 0.014 -0.280
H -4.6110 -0.0794 -3.7242 -0.109 0.007 0.383
H -3.1866 -0.0910 -0.5816 0.000 -0.374 -0.037
H -4.0263 -1.5649 -0.1234 0.363 0.045 -0.163
H -2.8841 -2.3729 1.4612 0.448 -0.239 0.052
H -1.2684 -3.0544 1.4429 -0.118 -0.124 -0.425
H -2.7225 -4.2256 -0.8499 -0.397 0.292 0.214
H -3.8595 -4.1972 0.5916 0.135 0.138 -0.605
H 1.3823 1.3994 -3.3477 -0.397 0.044 0.328
H 0.0540 -1.8878 -1.3847 -0.373 -0.236 -0.058
H -0.6800 -3.4464 -1.1284 -0.151 0.365 -0.092
H -1.6408 -4.6153 -2.6061 -0.344 0.203 -0.200
H -1.0679 -4.1278 -4.1922 -0.208 0.129 0.319
H -2.7600 -3.8751 -3.8564 0.221 -0.210 0.410
H 0.3057 -1.0838 -3.3526 -0.402 -0.073 -0.470
H 0.5620 -2.7916 -3.6530 -0.325 0.245 -0.030
H -0.4477 -1.8868 -4.8072 0.066 0.178 0.308
C 0.2217 3.2774 3.1545 -0.031 0.074 -0.001
C -0.2556 4.7258 3.1538 0.188 -0.215 -0.076
C -0.9996 5.1102 4.4367 -0.310 -0.257 -0.427
C -2.1967 4.2619 4.5972 1.132 0.987 0.079
N -3.1177 3.6022 4.7174 -0.909 -0.687 0.067
H -0.6150 2.5783 3.2077 0.011 0.021 0.054
H 0.7678 3.0591 2.2409 0.015 0.043 0.055
H 0.8855 3.0838 4.0018 -0.021 -0.027 -0.008
H -0.9048 4.8855 2.2898 -0.007 0.083 0.058
H 0.6071 5.3857 3.0338 -0.082 0.084 0.048
H -1.3066 6.1554 4.3927 -0.059 -0.031 0.146
H -0.3609 4.9919 5.3092 -0.106 -0.042 0.023
C 4.5702 -1.6487 -4.5244 0.022 -0.032 0.046
C 3.9705 -2.8989 -5.1588 0.157 0.112 0.220
C 3.3371 -2.6286 -6.5278 -0.201 0.098 0.303
C 2.2425 -1.6485 -6.3993 1.071 -0.986 -0.385
N 1.3981 -0.8926 -6.2858 -0.769 0.826 0.135
H 3.8072 -0.8919 -4.3318 0.002 -0.008 -0.068
H 5.0340 -1.8927 -3.5679 0.015 0.018 -0.033
H 5.3345 -1.2093 -5.1692 -0.024 0.018 0.028
H 3.2205 -3.3165 -4.4826 -0.020 -0.050 -0.093
H 4.7531 -3.6516 -5.2739 -0.077 -0.031 -0.083
H 2.9346 -3.5519 -6.9462 -0.048 0.070 -0.068
H 4.0806 -2.2381 -7.2244 -0.049 0.038 -0.012
C 3.7950 6.2426 8.4441 0.010 -0.007 0.031
C 3.1717 4.9616 7.9007 0.186 0.104 0.224
C 2.4269 5.1752 6.5790 -0.197 0.105 0.303
C 1.3254 6.1401 6.7610 1.094 -0.848 -0.317
N 0.4825 6.8923 6.9126 -0.765 0.693 0.174
H 3.0357 6.9924 8.6726 -0.001 -0.011 -0.064
H 4.3381 6.0385 9.3675 0.019 0.007 -0.041
H 4.4970 6.6726 7.7260 -0.015 0.011 0.028
H 2.4862 4.5541 8.6471 -0.028 -0.052 -0.098
H 3.9573 4.2189 7.7473 -0.088 -0.038 -0.086
H 2.0112 4.2302 6.2244 -0.045 0.061 -0.070
H 3.1062 5.5551 5.8139 -0.061 0.033 -0.016

***

No. 3
20
Properties=species:S:1:pos:R:3:forces:R:3 method="wB97M-V/def2-TZVPD" lumo_ev=0.829 smiles="CCC(=O)CC(=O)NC"
C 0.4041 -0.9955 2.7121 0.138 -0.106 -0.163
C 0.0941 0.0286 1.6175 0.127 0.384 0.063
C 1.0523 -0.1446 0.4630 0.107 -1.484 0.173
O 2.1431 0.3709 0.4171 -0.233 0.168 -0.160
C 0.5891 -1.1887 -0.6007 0.289 0.871 0.081
C -0.5153 -0.4757 -1.3659 0.272 0.552 0.806
O -1.6334 -0.9138 -1.5070 -0.248 -0.207 -0.305
N -0.1652 0.8171 -1.6351 -0.165 0.086 -0.457
C -1.0966 1.7559 -2.2155 -0.086 0.025 -0.244
H -0.2440 -0.8314 3.5700 -0.017 -0.041 0.028
H 1.4435 -0.9097 3.0351 -0.079 0.010 0.013
H 0.2433 -2.0107 2.3452 -0.001 -0.022 0.093
H -0.9298 -0.1036 1.2671 -0.059 0.090 0.013
H 0.2237 1.0339 2.0259 -0.087 -0.031 -0.119
H 0.1760 -2.0895 -0.1489 0.101 0.050 -0.043
H 1.4266 -1.4000 -1.2639 0.058 -0.182 0.093
H 0.8064 1.0874 -1.6308 -0.024 -0.211 0.150
H -0.8944 1.8975 -3.2805 -0.130 0.047 0.025
H -2.0999 1.3506 -2.0941 0.055 0.080 -0.034
H -1.0237 2.7212 -1.7107 -0.019 -0.077 -0.015

***

no.,calculated total energy (eV)
1,-91276.644
2,-70391.487
3,-11985.808